# C24H25ClN2O4S

A single C24H25ClN2O4S molecule in a non-equilibrium geometry (ωB97M-V/def2-TZVPD, OMol25).

- Spin multiplicity: 1
- LUMO: 0.50 eV
- Frontier orbital gap: 8.1 eV
- Relative energy (zero: lowest compared OMol25 entry of this formula, charge and spin): 1.9609 eV
- Energy: -59820.4933 eV
- Max |F|: 1.92 eV/A
- HOMO energy: -7.559 eV

Each line ends with the Löwdin charge.
Element x y z (Å)
C  3.87611  -2.64133  -2.49950  -0.0764
H  4.20323  -3.27199  -3.32471  0.0931
O  2.76162  -3.29932  -1.93780  -0.0742
C  2.02533  -2.64305  -1.00282  -0.2671
C  2.40444  -1.44212  -0.41891  0.0324
C  1.56210  -0.78613  0.47877  -0.2148
C  0.36226  -1.40237  0.83794  -0.0494
C  0.00533  -2.61641  0.28038  -0.0991
C  0.81541  -3.23738  -0.64596  -0.0111
H  0.53595  -4.17017  -1.10648  0.1155
H  -0.92591  -3.08139  0.56753  0.0853
H  -0.28746  -0.94117  1.56521  0.0783
N  1.90100  0.44270  1.06305  -0.0883
C  0.88984  1.48021  1.06818  -0.1243
H  -0.09897  1.02996  1.09163  0.0927
C  1.03568  2.37076  -0.19819  -0.1007
N  1.95900  1.75605  -1.11944  -0.0387
C  1.66047  0.89273  -2.12996  -0.3942
O  2.54191  0.45306  -2.85766  0.0500
C  0.27782  0.45493  -2.34429  -0.1540
C  -0.15820  -0.38512  -3.34079  0.0381
C  -1.51097  -0.66239  -3.07096  0.0166
C  -1.82006  0.01979  -1.92487  -0.3178
O  -0.74010  0.69322  -1.47945  0.0545
C  -3.04651  0.10170  -1.11708  -0.1921
H  -3.05636  1.02242  -0.54121  0.0591
H  -3.94138  -0.00549  -1.72501  0.1139
S  -3.10432  -1.33226  0.10946  0.9468
O  -3.95179  -2.33590  -0.52024  -0.5075
C  -4.21291  -0.44025  1.34686  -0.2698
C  -3.35797  0.46309  2.15329  -0.3228
C  -2.40771  -0.09224  3.00963  -0.0612
C  -1.54737  0.69961  3.74507  -0.0775
C  -1.61907  2.07910  3.63790  -0.0872
C  -2.55327  2.65673  2.79792  -0.1032
C  -3.40968  1.85274  2.06255  -0.5987
Cl  -4.57605  2.62997  1.03184  0.7203
H  -2.62382  3.72955  2.70958  0.1046
H  -0.95448  2.70700  4.21052  0.1082
H  -0.82011  0.24247  4.39782  0.1124
H  -2.35862  -1.16796  3.09295  0.1206
H  -5.00678  0.07096  0.80985  0.0673
H  -4.63342  -1.24419  1.94937  0.1019
H  -2.17137  -1.28482  -3.63813  0.1193
H  0.43558  -0.74770  -4.15363  0.1239
C  3.29600  1.71032  -0.56596  -0.1035
C  3.20786  1.01747  0.82558  -0.1245
H  3.96644  0.24264  0.93168  0.1204
H  3.37187  1.75605  1.61718  0.1198
H  3.68776  2.72769  -0.47172  0.1224
H  3.92408  1.15831  -1.26550  0.1144
H  1.45971  3.34509  0.06912  0.1248
H  0.07428  2.53992  -0.67583  0.1187
H  1.01321  2.08690  1.97171  0.1166
H  3.34301  -1.00063  -0.70168  0.0939
H  4.69335  -2.54935  -1.77553  0.0951
H  3.60400  -1.65203  -2.87920  0.0770

Forces on atoms 1 to 6 (eV/Å):
C 0.2 0.2 -0.1
H 0.0 0.0 0.1
O -0.3 -0.1 0.2
C -0.3 -0.1 0.1
C 0.3 0.0 0.0
C -0.1 -0.4 0.1

# C24H25CoN5O2S

A molecular structure, C24H25CoN5O2S (ωB97M-V/def2-TZVPD, OMol25).

- Spin multiplicity: 1
- LUMO (alpha / beta): -4.96 / -5.05 eV
- Frontier orbital gap (alpha / beta): 6.3 / 6.3 eV
- Net charge: +1
- Energy: -85295.9867 eV
- Max |F|: 0.64 eV/A
- HOMO energy (alpha / beta): -11.303 / -11.300 eV

Each line ends with the Löwdin charge.
Element x y z (Å)
Co  -0.72722  1.84582  -0.59854  0.4563
C  -1.05218  2.04704  -3.58422  -0.1385
N  -1.69689  1.96772  -2.26024  -0.0788
C  -2.98545  2.05747  -2.12802  -0.0101
C  -3.45906  1.97450  -0.80123  -0.2872
C  -4.66670  2.00525  -0.11695  0.0001
C  -4.35877  1.88943  1.24264  -0.0581
C  -2.97652  1.78915  1.34432  -0.1049
N  -2.43644  1.85008  0.11184  -0.0564
C  -1.59381  1.01977  -4.54682  -0.2385
C  -1.36815  -0.33837  -4.34467  -0.0500
C  -1.89594  -1.27270  -5.22228  -0.0683
C  -2.65119  -0.85870  -6.31246  -0.0728
C  -2.87476  0.49367  -6.52275  -0.0676
C  -2.34806  1.42890  -5.64097  -0.0458
H  0.02096  1.93112  -3.43606  0.1170
H  -1.20592  3.04501  -3.99759  0.1260
H  -3.62535  2.18768  -2.99636  0.1558
H  -5.64820  2.11464  -0.55360  0.1182
H  -5.05486  1.89077  2.06594  0.1063
H  -2.36643  1.71092  2.22946  0.1082
H  -0.76966  -0.66984  -3.49892  0.0627
H  -1.71312  -2.32793  -5.05951  0.1086
H  -3.05941  -1.59005  -6.99802  0.1092
H  -3.45644  0.82420  -7.37409  0.1101
H  -2.51853  2.48689  -5.81376  0.1152
C  0.97117  -0.90675  4.55095  -0.0762
C  -0.14241  -1.40574  3.63146  -0.2103
C  -0.28136  -0.58756  2.35706  -0.1803
N  0.94480  -0.70102  1.55994  0.0618
C  1.06859  -0.52440  0.27608  -0.6535
S  -0.31890  -0.27186  -0.77649  0.8686
N  2.26302  -0.61597  -0.33770  0.1358
C  3.58804  -0.59938  0.23740  -0.3602
O  4.44393  -0.04493  -0.38645  0.1719
C  3.78054  -1.28500  1.53590  -0.1871
C  3.21666  -2.53960  1.77117  -0.0453
C  3.46120  -3.18371  2.97294  -0.0589
C  4.24969  -2.57053  3.94008  -0.0600
C  4.80668  -1.31975  3.70522  -0.0479
C  4.58458  -0.67688  2.49774  0.0016
H  0.98551  -1.48127  5.47676  0.0853
H  0.82792  0.14548  4.80733  0.0866
H  1.96759  -1.00804  4.10457  0.0470
H  -1.10048  -1.35978  4.15047  0.1184
H  0.01769  -2.45492  3.36737  0.1161
H  -0.42334  0.46723  2.59954  0.1063
H  -1.12171  -0.91762  1.75361  0.1025
H  1.79655  -0.85280  2.09249  0.1013
H  2.26570  -0.33424  -1.30879  0.1408
H  2.60713  -3.01453  1.00972  0.1291
H  3.04507  -4.16692  3.15270  0.1166
H  4.43522  -3.07462  4.88038  0.1174
H  5.42139  -0.84825  4.46116  0.1183
H  5.01765  0.29440  2.29150  0.1331
O  2.11112  1.90779  2.37926  0.1346
C  1.37636  2.12183  1.48848  -0.4711
N  0.62248  2.30689  0.57102  0.0412

Forces on atoms 1 to 6 (eV/Å):
Co -0.3 0.1 -0.1
C -0.2 0.0 0.0
N 0.2 0.0 0.2
C 0.0 -0.1 0.0
C 0.1 0.0 -0.1
C -0.2 0.0 -0.2

# C24H25IrN5O2S

A molecular structure, C24H25IrN5O2S in a non-equilibrium geometry (ωB97M-V/def2-TZVPD, OMol25).

- Spin multiplicity: 2
- LUMO (alpha / beta): -0.84 / -0.89 eV
- Frontier orbital gap (alpha / beta): 6.1 / 6.1 eV
- Energy: -50511.2833 eV
- Max |F|: 3.72 eV/A
- HOMO energy (alpha / beta): -6.966 / -7.023 eV

Each line ends with the Löwdin charge.
Element x y z (Å)
Ir  0.46427  -0.38058  0.61906  1.1695
C  2.16367  -2.05658  4.20966  -0.0187
C  1.45727  -1.17918  3.22676  -0.2572
N  1.84687  -1.17608  1.94116  -0.1562
N  2.97057  -1.74588  1.55506  -0.0157
C  3.36527  -1.58018  0.34376  -0.7952
N  4.47907  -2.20578  -0.13604  0.0712
S  2.47487  -0.56158  -0.79574  0.6303
C  0.40787  -0.30648  3.55186  -0.2088
C  -0.13303  -0.16128  4.85506  0.0075
C  -1.13693  0.73352  5.08956  -0.0544
C  -1.62723  1.51372  4.03176  -0.0375
C  -1.08863  1.31122  2.77766  -0.1242
N  -0.11413  0.45312  2.52806  -0.0383
H  2.69887  -2.83158  3.66286  0.0725
H  1.45427  -2.51528  4.89346  0.0817
H  2.88837  -1.47888  4.78496  0.0903
H  5.11457  -2.55498  0.56526  0.0973
H  4.90457  -1.75818  -0.93404  0.0764
H  0.24897  -0.77678  5.65186  0.1099
H  -1.55803  0.84502  6.07666  0.1097
H  -2.41653  2.23332  4.17956  0.1049
H  -1.46373  1.85262  1.92266  0.0887
O  -1.11483  -4.11958  1.71266  0.0417
C  -0.98673  -3.07098  1.10996  -0.6493
O  -1.05303  -1.88938  1.52756  -0.1157
C  -0.74133  -3.13858  -0.42114  -0.1717
C  -1.16553  -4.22978  -1.16914  0.0061
C  -1.01833  -4.17538  -2.54434  -0.0552
C  -0.43353  -3.05208  -3.10844  -0.0562
C  -0.00813  -2.02858  -2.28124  -0.1668
N  -0.17453  -2.07418  -0.96564  -0.0179
H  -1.59803  -5.07868  -0.66374  0.1182
H  -1.36213  -4.98798  -3.16784  0.1061
H  -0.29433  -2.97648  -4.17444  0.1009
H  0.47657  -1.14868  -2.67884  0.0636
C  -0.52573  3.54252  -0.06464  -0.0431
C  -0.15423  2.38522  -1.02314  -0.5592
C  1.35197  2.52582  -1.28914  -0.0888
C  -0.52783  1.08242  -0.39544  -0.0577
C  -0.94293  2.44732  -2.32754  -0.1879
C  -2.12933  3.16572  -2.43924  -0.0313
C  -2.85533  3.16672  -3.61784  -0.0762
C  -2.41503  2.44752  -4.71324  -0.0865
C  -1.24493  1.71302  -4.61154  -0.0712
C  -0.52453  1.70782  -3.43204  -0.0327
H  0.14267  3.51582  0.79036  0.0874
H  -1.54373  3.45022  0.30006  0.0712
H  -0.41583  4.50172  -0.56684  0.0995
H  1.89037  2.46102  -0.34574  0.0717
H  1.55827  3.48652  -1.75654  0.0961
H  1.72517  1.73882  -1.93454  0.0169
H  -1.55433  0.76962  -0.60614  0.0726
H  -2.50113  3.73902  -1.60624  0.1021
H  -3.77193  3.73422  -3.67604  0.1035
H  -2.97783  2.45342  -5.63304  0.1015
H  -0.89283  1.13832  -5.45604  0.1047
H  0.38207  1.12432  -3.37154  0.0995

Forces on atoms 1 to 6 (eV/Å):
Ir 0.2 3.6 -1.1
C 0.1 0.3 0.0
C 2.3 -1.4 -1.8
N -2.5 0.2 1.1
N 1.5 -1.5 1.6
C -1.2 1.1 -1.6

# C24H25N3O3

A single C24H25N3O3 molecule in a non-equilibrium geometry (ωB97M-V/def2-TZVPD, OMol25).

- Spin multiplicity: 1
- SMILES string: COc1ccccc1C(=O)[C@H]1CCCN(Cc2ccc(Oc3ncccn3)cc2)C1
- LUMO: 0.56 eV
- Frontier orbital gap: 8.7 eV
- Relative energy (zero: lowest compared OMol25 entry of this formula, charge and spin): 2.4645 eV
- Energy: -35906.1728 eV
- Max |F|: 1.28 eV/A
- HOMO energy: -8.170 eV

Each line ends with the Löwdin charge.
Element x y z (Å)
C  4.33260  0.06793  -2.96234  -0.0716
O  4.32734  -0.06179  -1.56040  -0.0985
C  5.42984  -0.55846  -0.93502  -0.2181
C  6.55572  -1.00607  -1.62007  -0.0189
C  7.66231  -1.47882  -0.93689  -0.0744
C  7.67763  -1.49509  0.44587  -0.0803
C  6.56972  -1.04191  1.13368  -0.0107
C  5.43070  -0.58890  0.47243  -0.0756
C  4.30741  -0.14665  1.34635  -0.3086
O  4.53693  0.36313  2.42112  0.1103
C  2.89680  -0.43023  0.87739  -0.2241
C  2.71120  -1.92756  0.59735  -0.1389
C  1.26750  -2.19320  0.17839  -0.1600
C  0.30339  -1.65290  1.24242  -0.1780
N  0.49715  -0.24771  1.54562  -0.1661
C  -0.02384  0.65075  0.53054  -0.1551
C  -1.52515  0.55856  0.46169  -0.2246
C  -2.27135  0.54977  1.63503  -0.0258
C  -3.64819  0.47044  1.59314  0.0105
C  -4.30215  0.40507  0.36738  -0.2380
O  -5.67835  0.25604  0.41107  0.0818
C  -6.47589  0.87088  -0.45365  -0.4004
N  -7.75540  0.51585  -0.35662  0.1527
C  -8.60378  1.12114  -1.16328  -0.1274
C  -8.20500  2.08758  -2.07774  -0.0531
C  -6.85043  2.37847  -2.09306  -0.1188
N  -5.98753  1.77773  -1.29347  0.1435
C  -3.57074  0.40200  -0.81009  -0.0134
C  -2.18989  0.47911  -0.75292  -0.0274
C  1.86748  0.01329  1.92995  -0.1432
H  4.41039  -0.90536  -3.45727  0.0983
H  5.14193  0.71962  -3.30479  0.0991
H  3.37574  0.52215  -3.21622  0.0961
H  6.57846  -0.99278  -2.69817  0.1012
H  8.51715  -1.82856  -1.49644  0.1059
H  8.54356  -1.85280  0.98050  0.1023
H  6.55670  -1.03239  2.21327  0.1203
H  2.73447  0.12767  -0.04811  0.1391
H  2.93485  -2.48941  1.50850  0.1306
H  3.39985  -2.26081  -0.18142  0.1134
H  1.10336  -3.26441  0.04997  0.1120
H  1.06985  -1.70779  -0.77970  0.1083
H  -0.73180  -1.79718  0.92503  0.1187
H  0.45514  -2.20763  2.17412  0.1256
H  0.39690  0.47498  -0.47341  0.1133
H  0.25062  1.66879  0.82828  0.1342
H  -1.75365  0.59493  2.58025  0.1177
H  -4.23502  0.45699  2.49811  0.1195
H  -9.63731  0.81408  -1.06753  0.1093
H  -8.90328  2.57901  -2.73324  0.0949
H  -6.42533  3.11522  -2.76287  0.1111
H  -4.07361  0.33604  -1.76123  0.1087
H  -1.62530  0.47382  -1.67461  0.1110
H  1.98403  1.07881  2.13873  0.1288
H  2.06116  -0.52923  2.86066  0.1330

Forces on atoms 1 to 6 (eV/Å):
C 0.0 0.0 -0.3
O 0.1 -0.1 0.3
C 0.1 -0.1 0.2
C -0.2 0.1 -0.3
C 0.0 0.0 0.1
C 0.1 -0.1 0.0